Entry i
ORCA calculation (ωB97M-V/def2-TZVPD) on 2 unconnected molecules or ions with the total composition C10H16.

Each line ends with the Mulliken charge.
Element x y z (Å)
C: -0.62944 2.23051 0.10311  -1.35
C: -1.38881 0.94912 -0.10082  0.99
C: -1.38283 0.32975 -1.34776  -0.69
C: -2.06115 -0.87730 -1.47778  -0.24
C: -2.80405 -1.41388 -0.44503  -0.55
C: -2.91450 -0.72029 0.76211  -0.43
C: -2.19588 0.45494 0.92212  -0.45
H: -0.98555 2.90429 0.88848  0.37
H: -0.59545 2.84266 -0.79843  0.37
H: 0.39137 2.02151 0.44457  0.18
H: -0.91931 0.87148 -2.16097  0.32
H: -2.08225 -1.31316 -2.47203  0.36
H: -3.25042 -2.38934 -0.58839  0.39
H: -3.50543 -1.13182 1.56865  0.37
H: -2.18151 0.93008 1.89608  0.34
C: 1.72017 -1.33722 -0.50799  -0.55
C: 2.11943 -0.58335 0.77714  -0.08
C: 3.34749 0.32053 0.63267  -1.30
H: 1.71409 -2.40921 -0.32408  0.29
H: 2.40130 -1.12938 -1.33731  0.33
H: 0.75212 -0.99999 -0.87506  -0.15
H: 1.28044 0.04279 1.08509  0.07
H: 2.23720 -1.28974 1.60240  0.40
H: 3.02432 1.15120 -0.00181  0.31
H: 3.68446 0.64762 1.61643  0.33
H: 4.22418 -0.10178 0.13861  0.38

Output
* frontier orbital gap: 10.10 eV
* E_LUMO: 1.035 eV
* structure (SMILES): Cc1ccccc1.CCC



Entry ii
ORCA calculation (ωB97M-V/def2-TZVPD) on 2 unconnected molecules or ions with the total composition C10H16.

Each line ends with the Mulliken charge.
Element x y z (Å)
C: -1.76114 0.86507 1.72015  -1.44
C: -1.20384 1.31653 0.35631  0.91
C: -0.09206 2.10056 0.32470  -0.36
C: 0.53523 2.26053 -0.85674  -0.35
C: 0.00274 1.78521 -2.02848  -0.30
C: -1.17838 1.15783 -2.07668  -0.44
C: -1.89823 1.03362 -0.85924  -0.53
H: -2.43482 -0.01906 1.82304  0.34
H: -2.49245 1.69215 2.15564  0.30
H: -1.02100 0.67465 2.54824  0.32
H: 0.29752 2.50246 1.35866  0.23
H: 1.52365 2.58007 -0.91365  0.41
H: 0.61256 1.75348 -3.00206  0.23
H: -1.45654 0.51553 -2.78524  0.44
H: -2.90620 0.48897 -0.94147  0.24
C: 0.54758 -3.58730 0.61495  -1.03
C: 1.49871 -2.33252 0.31349  -0.01
C: 2.71707 -2.44716 1.33822  -1.14
H: -0.37865 -3.22811 0.45629  0.36
H: 0.79225 -4.20592 1.53700  0.33
H: 0.72638 -4.13877 -0.29883  0.26
H: 2.00084 -2.37880 -0.69436  0.30
H: 1.05219 -1.38779 0.49465  0.01
H: 3.30125 -3.23114 0.87598  0.31
H: 3.03641 -1.61566 1.89939  0.39
H: 2.34050 -2.91634 2.40666  0.22

Output
* frontier orbital gap: 9.88 eV
* E_LUMO: 0.903 eV
* structure (SMILES): Cc1ccccc1.CCC



Entry iii
ORCA calculation (ωB97M-V/def2-TZVPD) on 2 unconnected molecules or ions with the total composition C10H16.

Each line ends with the Mulliken charge.
Element x y z (Å)
C: 2.14918 0.01338 3.11175  -1.20
C: 1.06507 -0.59508 2.37243  -0.14
C: 0.55667 0.12670 1.10407  0.36
C: 0.97652 1.21889 0.46826  -0.08
C: 0.23695 2.07254 -0.45082  -0.62
C: -1.06970 1.70159 -0.66247  -0.47
C: -1.55075 0.49438 -0.07758  -0.64
C: -0.71786 -0.35037 0.69852  -0.38
H: 2.75122 -0.78204 3.51577  0.35
H: 1.92301 0.76794 3.81128  0.35
H: 3.04988 0.53355 2.41958  0.21
H: 1.40655 -1.64399 1.89465  0.20
H: 0.06283 -0.83176 2.92644  0.29
H: 1.99341 1.53995 0.66577  0.19
H: 0.69267 2.97703 -0.87825  0.42
H: -1.77896 2.52063 -0.94723  0.30
H: -2.57940 0.13404 -0.27285  0.45
H: -1.03384 -1.35759 0.99232  0.41
C: -1.30058 -1.13594 -3.15934  -0.55
C: -0.55426 -2.38542 -2.77560  -0.83
H: -0.67686 -0.16807 -3.23645  0.21
H: -1.61214 -1.27707 -4.24307  0.32
H: -2.16605 -1.08772 -2.44788  0.10
H: 0.46233 -2.19793 -3.06048  0.27
H: -0.87885 -3.34440 -3.24313  0.32
H: -0.36314 -2.74653 -1.67183  0.17

Output
* frontier orbital gap: 9.89 eV
* E_LUMO: 0.966 eV
* structure (SMILES): CCc1ccccc1.CC



Most stable structure - entry i; separation to the second - 2.134 eV.



Entry i
ORCA calculation (ωB97M-V/def2-TZVPD) on C18H20ClFN4O2 in the gas phase.

Each line ends with the Mulliken charge.
Element x y z (Å)
C: 0.43772 4.77694 -5.95228  -0.67
O: 1.40653 3.83308 -5.53158  -0.38
C: 1.14536 3.20397 -4.37893  0.57
C: 2.11445 2.22477 -3.97767  -0.68
C: 1.93307 1.55892 -2.83396  0.07
C: 0.77794 1.81787 -1.99150  0.53
N: 0.42497 1.31422 -0.87492  -0.60
C: 1.23586 0.45098 -0.14959  0.45
O: 0.81677 -0.60398 0.26825  -0.57
C: 2.61550 0.95583 0.26469  -0.92
C: 2.99232 0.55204 1.68612  0.12
C: 3.33907 -0.92986 1.90854  -0.81
N: 4.47915 -0.50015 2.73171  0.06
C: 5.68850 -1.29232 2.74545  -1.40
C: 6.72624 -0.69063 3.66729  0.31
C: 6.63354 -0.95782 5.02813  -0.68
C: 7.54926 -0.42783 5.91969  -0.60
C: 8.56700 0.37607 5.44650  0.62
F: 9.44705 0.88347 6.32181  -0.34
C: 8.69875 0.66621 4.09817  0.40
C: 9.82436 1.54598 3.61263  -1.70
C: 7.76653 0.12342 3.21311  0.60
Cl: 7.93787 0.47054 1.52224  -0.23
C: 4.45555 0.81674 2.07775  -0.78
N: -0.06585 2.76793 -2.55239  0.12
N: 0.09143 3.47247 -3.70594  -0.85
H: 0.76599 5.17974 -6.90659  0.25
H: -0.54047 4.31496 -6.09034  0.30
H: 0.34575 5.59944 -5.24199  0.30
H: 2.96724 2.02258 -4.61090  0.43
H: 2.64497 0.79406 -2.55625  0.39
H: 3.34732 0.54084 -0.43459  0.36
H: 2.66228 2.04293 0.16344  0.30
H: 2.27178 0.93401 2.40423  0.47
H: 2.60406 -1.54697 2.42735  0.34
H: 3.63610 -1.43870 0.98063  0.30
H: 5.43386 -2.28786 3.11679  0.52
H: 6.09756 -1.44722 1.73667  0.52
H: 5.82442 -1.57398 5.39520  0.45
H: 7.47567 -0.63035 6.98019  0.41
H: 9.42548 2.42010 3.09659  0.35
H: 10.45364 1.88948 4.42872  0.36
H: 10.44922 1.00403 2.90173  0.36
H: 5.12021 0.88079 1.20623  0.29
H: 4.66474 1.65688 2.74571  0.34
H: -0.90661 2.98907 -2.04700  0.31

Output
* frontier orbital gap: 8.34 eV
* E_LUMO: -0.118 eV
* structure (SMILES): COc1cc/c(=N\C(=O)CC2CN(Cc3ccc(F)c(C)c3Cl)C2)[nH]n1



Entry ii
ORCA calculation (ωB97M-V/def2-TZVPD) on C18H20ClFN4O2 in the gas phase.

Each line ends with the Mulliken charge.
Element x y z (Å)
C: 0.99500 6.77576 3.43350  -0.67
O: 1.03976 6.57787 2.01929  -0.38
C: 0.89907 5.31364 1.59471  0.59
C: 0.92455 5.11771 0.17385  -0.64
C: 0.78909 3.87604 -0.31753  0.13
C: 0.62396 2.74923 0.58684  0.47
N: 0.40371 1.49511 0.34857  -0.61
C: 0.74118 0.80448 -0.79559  0.35
O: 0.32377 -0.32066 -0.97748  -0.58
C: 1.74934 1.37716 -1.79430  -0.98
C: 2.49689 0.28302 -2.52412  0.14
C: 1.74774 -0.56619 -3.56286  -0.71
N: 2.92557 -0.47612 -4.44832  0.00
C: 2.66790 -0.29461 -5.85513  -1.27
C: 3.93755 -0.20935 -6.66717  0.41
C: 5.15595 -0.61395 -6.13456  -0.40
C: 6.32271 -0.54067 -6.87617  -0.88
C: 6.25731 -0.05812 -8.16485  0.71
F: 7.40404 0.01218 -8.87806  -0.35
C: 5.07840 0.35128 -8.76838  0.14
C: 5.05012 0.85658 -10.18050  -1.65
C: 3.93373 0.25626 -7.97918  0.58
Cl: 2.41667 0.72762 -8.70150  -0.24
C: 3.40902 0.69520 -3.69496  -0.96
N: 0.61526 3.11617 1.89983  0.16
N: 0.73526 4.34978 2.42965  -0.85
H: 1.12519 7.84269 3.58183  0.24
H: 0.03719 6.44638 3.83530  0.30
H: 1.79424 6.21983 3.92287  0.30
H: 1.03015 5.98330 -0.46575  0.45
H: 0.76152 3.70046 -1.38012  0.36
H: 1.20052 1.97828 -2.52836  0.39
H: 2.45441 2.04699 -1.29372  0.45
H: 3.02415 -0.35544 -1.81573  0.39
H: 1.44357 -1.57211 -3.28334  0.32
H: 0.87890 -0.02441 -3.96483  0.32
H: 2.06842 -1.14081 -6.20732  0.44
H: 2.06283 0.60901 -6.03551  0.52
H: 5.16780 -0.99821 -5.12390  0.51
H: 7.27583 -0.85247 -6.47211  0.42
H: 4.65476 1.87232 -10.21783  0.35
H: 6.04741 0.85323 -10.61069  0.36
H: 4.39943 0.23603 -10.79764  0.34
H: 3.07970 1.64364 -4.14902  0.28
H: 4.48714 0.73843 -3.53160  0.42
H: 0.46463 2.37498 2.56790  0.33

Output
* frontier orbital gap: 8.27 eV
* E_LUMO: -0.368 eV
* structure (SMILES): COc1cc/c(=N\C(=O)CC2CN(Cc3ccc(F)c(C)c3Cl)C2)[nH]n1



Most stable structure - entry ii; separation to the second - 0.087 eV.



Entry i
ORCA calculation (ωB97M-V/def2-TZVPD) on a molecular structure, C5H3NO.

Each line ends with the Mulliken charge.
Element x y z (Å)
N: 3.06141 -0.68533 -0.06878  -0.45
C: 1.95320 -0.34198 -0.07408  -0.01
C: 0.65455 0.20058 -0.00964  -0.05
C: 0.26441 1.49415 0.25850  0.10
O: -1.00880 1.59445 0.22798  -0.54
C: -1.62169 -1.13591 -0.12161  -0.49
C: -0.66371 -0.28446 -0.12114  0.39
H: 0.94881 2.31150 0.45088  0.43
H: -2.66003 -1.15089 -0.42915  0.35
H: -0.92814 -2.00211 -0.11294  0.26

Output
* frontier orbital gap: 8.80 eV
* E_LUMO: -0.275 eV



Entry ii
ORCA calculation (ωB97M-V/def2-TZVPD) on C5H3NO in the gas phase.

Each line ends with the Mulliken charge.
Element x y z (Å)
C: -0.97063 -2.25011 0.77196  0.26
C: -0.45372 -1.23105 0.38652  -0.65
C: 0.15143 -0.00015 -0.01106  -0.24
C: -0.37040 0.83545 -0.90085  0.53
N: -0.72295 1.67255 -1.69611  -0.48
C: 1.44554 0.53174 0.46508  -0.01
O: 1.90173 1.58346 0.07154  -0.52
H: -1.41546 -3.16264 1.10661  0.42
H: -1.55206 2.14287 -1.35941  0.29
H: 1.98653 -0.12211 1.16571  0.38

Output
* frontier orbital gap: 9.43 eV
* E_LUMO: 0.278 eV
* structure (SMILES): C#CC(=C=N)C=O



Most stable structure - entry ii; separation to the second - 0.924 eV.



Entry i
ORCA calculation (ωB97M-V/def2-TZVPD) on 2 unconnected molecules or ions with the total composition C5H3NO.

Each line ends with the Mulliken charge.
Element x y z (Å)
N: 2.80848 -0.80926 -0.11994  -0.40
C: 1.92365 -0.06367 -0.01718  0.30
C: 0.99238 0.99219 0.13269  -0.54
C: -0.27832 1.16276 0.45136  0.68
O: -1.29040 1.64492 0.74915  -0.34
H: 1.35938 2.00478 0.27167  0.30
C: -1.89972 -0.94085 -0.29057  -0.37
C: -0.86629 -1.53765 -0.44654  -0.49
H: -2.79683 -0.37808 -0.14336  0.40
H: 0.04767 -2.07515 -0.58728  0.45

Output
* frontier orbital gap: 10.09 eV
* E_LUMO: 0.181 eV
* structure (SMILES): N#CC=C=O.C#C



Entry ii
ORCA calculation (ωB97M-V/def2-TZVPD) on C5H3NO in the gas phase.

Each line ends with the Mulliken charge.
Element x y z (Å)
C: -1.08349 -0.92949 -2.13936  0.02
C: -0.48723 -0.39863 -1.23890  -0.48
C: 0.11914 0.10331 -0.05445  0.24
C: -0.12053 1.30116 0.68439  -0.32
N: 0.45981 1.27292 1.85127  -0.37
O: 1.11506 0.06466 1.91781  -0.18
C: 0.91455 -0.60692 0.78834  -0.22
H: -1.64703 -1.42304 -2.89821  0.42
H: -0.67017 2.18226 0.38140  0.43
H: 1.39990 -1.56622 0.70771  0.45

Output
* frontier orbital gap: 10.38 eV
* E_LUMO: 0.916 eV
* structure (SMILES): C#Cc1cnoc1



Entry iii
ORCA calculation (ωB97M-V/def2-TZVPD) on C5H3NO in the gas phase.

Each line ends with the Mulliken charge.
Element x y z (Å)
C: -0.61755 0.90947 0.53712  -0.36
C: -0.05189 0.71645 -0.55223  -0.31
C: 1.39044 -1.05126 0.31391  -0.10
C: 0.67326 0.20765 0.66071  0.32
C: 2.42096 0.62530 -0.68475  -0.28
N: 2.36531 -0.80694 -0.50262  -0.37
O: 1.87717 1.20458 0.24655  -0.10
H: -1.30045 1.28866 1.27412  0.39
H: 0.32562 0.82716 -1.59991  0.44
H: 1.10113 -2.04251 0.70958  0.37

Output
* frontier orbital gap: 8.34 eV
* E_LUMO: -0.056 eV



Entry iv
ORCA calculation (ωB97M-V/def2-TZVPD) on a molecular structure, C5H3NO.

Each line ends with the Mulliken charge.
Element x y z (Å)
N: -3.03287 0.71565 0.64816  -0.45
C: -1.91124 0.44322 0.53797  0.05
C: -0.53158 0.15011 0.50128  0.07
C: 0.40402 0.14676 1.46998  -0.02
O: 1.50909 -0.19212 0.79188  -0.44
C: 0.86456 -0.40292 -1.68340  -0.68
C: 0.53374 -0.20651 -0.42985  0.50
H: 0.34320 0.35002 2.52407  0.43
H: 1.83567 -0.73494 -2.05520  0.30
H: -0.01460 -0.26925 -2.30489  0.25

Output
* frontier orbital gap: 9.61 eV
* E_LUMO: 0.136 eV



Most stable structure - entry iv; separation to the second - 0.232 eV.